75
Properties=species:S:1:pos:R:3:forces:R:3:mulliken_charge:R:1 method="wB97M-V/def2-TZVPD" smiles="C[C@@H]1CCCCN1S(=O)(=O)c1ccc(N(C(=O)c2cnccn2)[C@@H](C(=O)NC2CCCCC2)c2cccs2)cc1" max_force_ev_per_a=0.98 lumo_ev=-0.2 molar_mass_g_mol=581.8 energy_ha=-2497.23115 homo_lumo_gap_ev=8.53
C -2.659176 -5.656138 -1.591298 0.1752 0.0687 0.1242 -1.18
H -2.274509 6.518654 1.435001 -0.0804 0.0582 0.0198 0.27
H -5.089593 -4.526849 -0.901518 -0.0913 -0.0187 -0.0102 0.37
C 4.156381 -1.252157 -2.598418 -0.3866 -0.0484 -0.0785 -0.48
N -0.018082 4.215946 0.809726 0.8664 -0.0601 -0.4432 0.33
N -1.663744 -0.769287 4.247846 -0.0521 0.0481 0.3789 -0.62
C 0.445185 0.073722 -1.084865 0.0717 -0.0817 0.3137 -0.08
C 2.418395 -2.336024 -1.254928 0.0669 -0.1381 -0.4042 -0.07
S 1.317371 3.912224 -0.150712 -0.2228 -0.5621 0.1826 1.55
C -0.228692 -2.451318 1.241766 0.0354 -0.0287 -0.0580 0.65
H -1.916359 -6.455228 -1.550477 -0.0049 -0.0499 -0.0894 0.37
H -2.448560 1.380388 1.795172 -0.0933 0.1415 0.0696 0.44
H 3.735256 -2.505854 0.438387 -0.0178 -0.0742 0.2134 0.51
H -2.478456 -5.204315 0.521020 0.0258 -0.0430 0.1128 0.27
C 1.415006 0.114234 1.128756 0.0720 0.0631 -0.2998 -0.19
H 0.690019 6.873548 0.793255 0.0551 0.0827 0.0224 0.36
C 0.114723 -3.231549 -1.790638 0.3192 -0.2365 0.5362 0.22
C 1.219689 2.125985 -0.136113 0.0321 0.5036 -0.1462 -0.09
C 1.611446 1.475985 1.018666 0.0894 -0.1116 0.1367 -0.93
C -3.006062 -3.218041 -2.125508 0.2112 0.0492 0.1580 -1.12
C 1.159568 -2.904083 -0.702020 -0.0383 -0.2683 -0.1226 -0.25
C -0.711620 4.706761 3.106892 0.1634 0.0264 -0.3076 -1.52
C -0.910149 -1.441321 2.105839 -0.4778 0.1803 0.5511 0.30
H -2.473906 5.797070 -0.924766 0.0008 -0.0093 -0.0574 0.42
H -3.447625 -5.965538 -2.279902 -0.0073 -0.0256 -0.0442 0.46
H -4.670490 -4.115424 0.764306 -0.0910 -0.0252 -0.0107 0.41
H -3.759568 -6.343168 0.124314 0.0793 -0.0203 0.0705 0.36
O 1.124863 4.382335 -1.493528 -0.2161 -0.1817 0.0075 -0.70
O 0.158560 -2.739165 -2.901892 -0.3195 0.0772 -0.2731 -0.68
H -1.205040 3.623153 -0.752559 -0.2667 -0.0376 0.0187 0.54
N -0.828858 -4.071451 -1.362911 -0.3943 -0.3902 0.1877 0.08
C -3.262628 -5.428710 -0.205417 -0.2411 -0.0652 -0.1843 -0.46
C -1.450315 6.721878 0.747190 0.1581 0.0095 -0.1275 -0.73
H 0.402518 1.974612 -2.091780 -0.0671 0.0165 -0.1401 0.65
H -2.498692 -2.316875 -2.473213 -0.0125 -0.0024 -0.1002 0.40
H 1.200932 5.048612 2.204307 -0.2025 0.1154 0.1118 0.56
C -2.012380 -4.386795 -2.142603 -0.1664 0.0405 -0.5296 -0.25
H 4.706548 -0.785990 -3.391242 0.1647 0.1101 -0.1672 0.47
C -4.261002 -4.275379 -0.234965 0.2205 0.1004 0.2385 -0.97
C -1.263554 4.323611 0.081330 -0.3328 0.0382 -0.5146 -1.10
O 2.492280 4.325476 0.559724 -0.0846 -0.0817 0.2429 -0.80
C -1.505750 5.744665 -0.423991 -0.1155 -0.0769 0.1903 -0.68
H -1.566135 7.745343 0.385764 -0.0694 -0.0013 0.0608 0.39
C 4.593841 -1.560804 -1.351537 0.1825 0.1186 -0.0331 -0.73
H -1.676821 -4.546770 -3.174541 -0.0762 -0.0199 0.1616 0.36
H 1.370650 -3.816323 -0.127005 -0.0406 0.2138 -0.1518 0.73
C 0.793568 -0.578843 0.091820 0.2816 0.7725 -0.1202 -0.96
S 2.522804 -1.711221 -2.862071 0.8235 0.0618 0.1697 -0.03
H -2.076674 4.008966 0.743815 0.0242 -0.0449 -0.0475 0.45
C -1.059519 -1.655690 3.475575 0.1799 -0.1439 -0.4170 -0.27
O -0.398244 -3.650907 1.421172 -0.0219 -0.1220 0.2588 -0.77
C -2.142285 0.319312 3.666878 -0.0084 0.0363 -0.1485 -0.35
H -2.626051 1.036266 4.315256 -0.0580 0.1365 -0.0389 0.44
N 0.537647 -1.961590 0.245968 -0.0110 -0.0853 -0.0494 0.81
H -0.538596 3.654885 3.322039 0.0106 -0.1041 0.0611 0.33
H -0.680112 -2.548844 3.951214 0.0506 -0.1124 -0.0561 0.47
C -3.584240 -3.000945 -0.730622 -0.2535 -0.0873 -0.2057 0.26
H 0.001754 -0.477356 -1.898941 -0.0878 -0.0500 -0.0643 0.63
H -0.825006 -4.354650 -0.390220 0.2339 0.1180 -0.0529 0.28
H -2.787928 -2.716331 -0.039003 0.0230 0.0653 0.0592 -0.36
C -2.037257 0.514141 2.293578 -0.0750 -0.0112 0.1205 -0.37
H 5.586675 -1.360650 -0.991226 0.1882 0.0457 0.0274 0.43
C -0.113920 6.584218 1.473848 -0.1036 -0.1370 0.0764 -0.78
C 3.592327 -2.181562 -0.577730 -0.2935 -0.1473 -0.0922 -0.45
N -1.423288 -0.362346 1.520672 -0.1307 -0.2598 -0.0511 -0.08
H -1.769512 4.850109 2.906653 -0.1737 0.0051 0.0531 0.34
H -0.081846 7.243126 2.343067 0.0767 0.0422 0.0071 0.40
H -3.813859 -3.441089 -2.825057 -0.0439 0.0137 -0.0786 0.51
H 2.073346 2.048465 1.806755 0.0694 -0.0077 0.1853 0.58
H -0.724961 5.986252 -1.146589 -0.0600 0.0229 -0.0622 0.30
H 1.719339 -0.416898 2.019077 0.0500 -0.0420 0.0624 0.65
H -0.444009 5.292984 3.981821 -0.0263 0.0657 0.0994 0.42
C 0.662202 1.436305 -1.194027 0.0336 0.1134 -0.1123 -1.03
C 0.148732 5.139339 1.919176 0.4230 0.3912 0.5491 -0.10
H -4.304235 -2.180512 -0.757403 0.0581 0.0615 0.0509 0.44